Formula: C4H13N4
Source: the Open Molecules 2025 dataset
Level of theory: ωB97M-V/def2-TZVPD

```
! wB97M-V def2-TZVPD RIJCOSX def2/J DEFGRID3
* xyz 1 1
C -1.707 -1.504 0.903
N -0.969 -0.703 -0.205
C 0.361 -1.188 -0.330
C 1.306 -0.090 0.307
N 2.023 0.706 -0.570
N 0.307 0.741 1.113
N -0.874 0.645 0.107
C -0.672 1.400 -1.032
H -2.723 -1.182 0.943
H -1.764 -2.522 0.688
H -1.158 -1.176 1.809
H 0.734 -1.292 -1.394
H 0.537 -2.150 0.143
H 2.007 -0.778 0.927
H 2.898 0.355 -0.969
H 2.404 1.603 -0.125
H 0.584 1.644 1.233
H -1.759 0.838 0.553
H -0.008 0.658 -1.656
H -1.542 1.790 -1.639
H 0.016 2.203 -0.806
*
```

Summary:
* maximum force: 0.113 Eh/bohr
* structure (SMILES): CN1C[C@@H](N)N[N@H+]1C
* E_tot: -378.84568 Ha

Formula: C4H13N4O
Source: the Open Molecules 2025 dataset
Level of theory: ωB97M-V/def2-TZVPD

```
! wB97M-V def2-TZVPD RIJCOSX def2/J DEFGRID3
* xyz 1 1
C 1.946 -2.292 -1.804
C 1.582 -0.992 -1.206
O 1.167 -0.892 -0.058
N 1.681 0.157 -1.954
H 2.683 -2.729 -1.131
H 2.242 -2.289 -2.846
H 1.082 0.867 -1.568
H 1.754 0.170 -2.953
H 1.126 -3.017 -1.817
C -0.036 1.286 2.459
C -1.601 0.719 0.610
N -2.560 1.208 -0.194
N -0.841 1.603 1.277
N -1.392 -0.561 0.773
H -3.026 2.064 0.080
H -3.172 0.516 -0.604
H -0.531 2.384 0.721
H -0.509 -0.771 1.218
H -2.057 -1.316 0.705
H -0.693 0.922 3.234
H 0.299 2.239 2.859
H 0.856 0.723 2.200
*
```

Summary:
* maximum force: 0.025 Eh/bohr
* E_tot: -454.29414 Ha

Formula: C4H13N4O
Source: the Open Molecules 2025 dataset
Level of theory: ωB97M-V/def2-TZVPD

```
! wB97M-V def2-TZVPD RIJCOSX def2/J DEFGRID3
* xyz 1 1
C -0.590 -1.776 -2.956
C 0.125 -1.779 -1.639
O -0.181 -1.167 -0.638
N 1.287 -2.560 -1.590
H 1.696 -2.618 -0.664
H 1.572 -3.184 -2.323
H -0.076 -2.265 -3.784
H -0.713 -0.717 -3.232
H -1.540 -2.250 -2.707
C -1.663 1.731 1.862
C 0.506 1.267 1.280
N 0.964 0.486 2.265
N -0.804 1.148 0.852
N 1.261 2.137 0.643
H 0.423 -0.045 2.923
H 1.959 0.612 2.404
H -1.154 0.301 0.416
H 0.912 2.660 -0.145
H 2.266 2.140 0.721
H -2.111 1.140 2.671
H -2.651 1.986 1.429
H -1.489 2.755 2.213
*
```

Summary:
* maximum force: 0.077 Eh/bohr
* E_tot: -454.26084 Ha

Formula: C4H13N4O
Source: the Open Molecules 2025 dataset
Level of theory: ωB97M-V/def2-TZVPD

```
! wB97M-V def2-TZVPD RIJCOSX def2/J DEFGRID3
* xyz 1 1
C 0.131 -1.757 -1.994
C -0.462 -2.322 -0.755
O -1.602 -2.534 -0.408
N 0.460 -2.664 0.241
H 0.222 -3.078 1.095
H 1.446 -2.638 0.019
H 0.401 -0.697 -2.017
H -0.585 -1.694 -2.816
H 0.949 -2.302 -2.485
C -0.915 1.868 -1.119
C 0.530 1.772 1.002
N 0.724 0.469 1.089
N -0.021 2.386 -0.050
N 0.822 2.617 2.045
H 0.139 -0.289 0.807
H 1.453 0.166 1.738
H 0.170 3.391 -0.103
H 0.812 3.582 1.821
H 1.384 2.332 2.850
H -1.728 2.547 -1.495
H -1.335 0.893 -0.925
H -0.300 1.540 -1.993
*
```

Summary:
* maximum force: 0.070 Eh/bohr
* E_tot: -454.24907 Ha

Formula: C4H13N4O
Source: the Open Molecules 2025 dataset
Level of theory: ωB97M-V/def2-TZVPD

```
! wB97M-V def2-TZVPD RIJCOSX def2/J DEFGRID3
* xyz 1 1
C -1.160 1.146 -3.479
C -1.139 0.323 -1.160
N -1.566 -0.540 -0.255
N -1.555 0.199 -2.431
N -0.538 1.432 -0.736
H -1.821 -1.502 -0.406
H -1.611 -0.387 0.734
H -1.984 -0.685 -2.646
H -0.515 2.258 -1.304
H 0.097 1.322 0.046
H -0.184 1.534 -3.241
H -1.952 1.878 -3.576
H -0.850 0.592 -4.362
C 1.978 -1.961 2.200
C 1.463 -0.577 1.991
O 0.787 -0.286 0.999
N 1.610 0.328 2.986
H 1.624 -2.399 3.134
H 3.055 -1.910 2.373
H 1.150 1.216 2.887
H 2.418 0.305 3.585
H 1.645 -2.572 1.371
*
```

Summary:
* maximum force: 0.036 Eh/bohr
* E_tot: -454.29739 Ha

Formula: C4H13N4O
Source: the Open Molecules 2025 dataset
Level of theory: ωB97M-V/def2-TZVPD

```
! wB97M-V def2-TZVPD RIJCOSX def2/J DEFGRID3
* xyz 2 2
C -0.108 0.480 -3.193
C 0.023 -1.325 -1.559
N 0.416 -0.084 -1.933
N 0.211 -2.267 -2.486
N -0.646 -1.598 -0.437
H 0.628 0.660 -1.290
H -0.490 -0.277 -3.899
H 0.666 0.897 -3.835
H 0.767 -2.086 -3.299
H -0.109 -3.200 -2.299
H -0.424 -0.916 0.292
H -0.952 -2.483 -0.066
H -1.000 1.086 -3.065
C -1.002 0.861 3.431
C 0.120 1.196 2.389
O 0.549 0.266 1.672
N 0.625 2.402 2.243
H -1.614 1.763 3.491
H -0.375 0.527 4.253
H 1.304 2.527 1.507
H 0.312 3.234 2.726
H -1.491 -0.067 3.141
*
```

Summary:
* maximum force: 0.045 Eh/bohr
* <S²>: 0.75
* E_tot: -453.80519 Ha